[1]
Below is a structure of composition C47H46N7O3PRbS4 at a distorted geometry, with properties calculated with ωB97M-V/def2-TZVPD.

CARTESIAN COORDINATES (ANGSTROEM)
Rb 0.200 0.185 -0.384
N 2.171 0.244 1.973
C 2.806 1.281 2.625
C 3.169 1.157 3.975
C 3.774 2.199 4.648
C 4.044 3.401 3.999
C 3.671 3.534 2.672
C 3.043 2.506 1.973
P 2.408 2.739 0.267
C 3.548 4.006 -0.401
C 3.378 5.382 -0.262
C 4.300 6.268 -0.805
C 5.412 5.784 -1.481
C 5.593 4.414 -1.619
C 4.663 3.528 -1.093
C 0.888 3.710 0.578
C 0.208 3.648 1.723
C -1.166 4.225 1.857
C -1.647 5.188 0.730
C -0.806 5.149 -0.506
C 0.313 4.436 -0.585
H 2.494 0.105 1.005
H 2.161 -0.645 2.452
H 2.983 0.216 4.479
H 4.050 2.069 5.687
H 4.536 4.214 4.515
H 3.868 4.469 2.161
H 2.524 5.766 0.282
H 4.153 7.335 -0.692
H 6.137 6.472 -1.898
H 6.458 4.027 -2.142
H 4.808 2.458 -1.209
H 0.629 3.125 2.575
H -1.287 4.676 2.844
H -1.807 6.221 1.051
H -1.134 5.722 -1.369
H 0.869 4.423 -1.516
O 0.942 -2.058 -1.843
C 1.632 -2.231 -0.822
O 1.200 -2.065 0.368
C 3.048 -2.740 -0.945
C 3.229 -4.113 -1.069
C 4.496 -4.669 -1.163
C 5.597 -3.819 -1.136
C 5.416 -2.451 -1.023
C 4.145 -1.865 -0.931
S 3.931 -0.116 -0.825
H 2.357 -4.758 -1.094
H 4.622 -5.741 -1.256
H 6.600 -4.222 -1.208
H 6.274 -1.788 -1.009
C 2.361 1.672 -3.559
C 1.203 0.868 -4.063
N 0.120 0.640 -3.386
C -0.736 -0.177 -4.088
C -0.292 -0.568 -5.310
S 1.252 0.097 -5.593
C -2.027 -0.570 -3.490
C -3.089 -1.085 -4.162
S -4.359 -1.405 -3.070
C -3.392 -0.836 -1.771
N -2.209 -0.428 -2.128
C -3.914 -0.782 -0.376
H 2.933 1.078 -2.834
H 1.998 2.566 -3.049
H 3.016 1.975 -4.375
H -0.767 -1.236 -6.006
H -3.182 -1.274 -5.217
H -4.730 -1.490 -0.235
H -4.281 0.218 -0.140
H -3.128 -1.020 0.342
N -3.251 3.634 -0.582
C -2.985 4.381 0.636
C -2.379 3.291 1.564
N -2.080 2.148 0.687
C -2.543 2.449 -0.460
H -3.240 4.098 -1.476
H -3.865 4.919 0.985
H -2.948 2.967 2.435
H -2.447 1.795 -1.320
C -2.214 -4.427 -1.823
C -1.678 -5.426 -0.813
C -0.576 -4.816 0.047
N -0.954 -3.605 0.770
C -1.771 -3.531 1.818
S -2.097 -2.117 2.643
N -2.259 -4.774 2.232
C -3.396 -5.075 2.945
O -3.472 -6.123 3.556
C -4.570 -4.161 2.818
C -4.992 -3.748 1.562
C -6.145 -2.988 1.437
C -6.858 -2.622 2.570
C -6.434 -3.040 3.824
C -5.298 -3.825 3.948
H -3.020 -4.851 -2.425
H -1.427 -4.076 -2.495
H -2.606 -3.551 -1.310
H -1.247 -6.295 -1.319
H -2.495 -5.805 -0.194
H 0.230 -4.488 -0.611
H -0.132 -5.559 0.721
H -0.281 -2.825 0.612
H -1.647 -5.573 2.131
H -4.411 -4.015 0.686
H -6.482 -2.671 0.458
H -7.749 -2.014 2.474
H -6.993 -2.758 4.707
H -4.963 -4.167 4.918

Results
- F_max: 1.1 eV/A
- Gap between HOMO and LUMO: 5.4290 eV
- 2S+1: 1
- Total charge: -1
- Energy relative to the best compared isomer or geometry (same formula, charge and spin): 1.3770 eV
- E_HOMO: -3.70 eV

***

[2]
Below is a cluster of 8 separate species, C47H47N8O in total at a distorted geometry, with properties calculated with ωB97M-V/def2-TZVPD.

CARTESIAN COORDINATES (ANGSTROEM)
O -1.750 -0.443 3.870
C -1.535 -1.751 3.229
C -2.409 -3.126 3.551
C -1.974 -4.499 2.760
N -0.833 -4.568 1.727
C -0.026 -3.337 1.383
C 1.197 -3.297 0.245
C 0.730 -2.098 -0.823
C 1.628 -0.774 -1.184
C 0.958 0.332 -2.243
C -0.561 0.088 -2.898
C -1.444 -1.263 -2.562
C -0.774 -2.340 -1.510
C -0.342 -1.874 2.110
H -0.982 -0.223 4.506
H -3.279 -3.022 4.334
H -2.596 -5.493 2.985
H -0.650 -5.490 1.272
H 2.187 -3.009 0.833
H 1.290 -4.291 -0.365
H 2.696 -0.635 -0.703
H 1.515 1.343 -2.545
H -1.071 0.869 -3.638
H -2.506 -1.501 -3.002
H -1.382 -3.317 -1.228
H 0.297 -0.933 1.836
N 4.191 -2.574 2.575
C 3.946 -1.637 3.517
C 4.937 -1.008 4.254
C 6.261 -1.361 4.013
C 6.544 -2.324 3.050
C 5.485 -2.895 2.363
H 2.898 -1.397 3.670
H 4.683 -0.260 4.996
H 7.065 -0.891 4.572
H 7.565 -2.622 2.840
H 5.655 -3.649 1.599
N 1.222 -7.531 -0.646
C 2.361 -7.110 -0.053
C 3.625 -7.308 -0.584
C 3.731 -7.980 -1.797
C 2.577 -8.427 -2.432
C 1.357 -8.179 -1.823
H 2.226 -6.594 0.893
H 4.505 -6.946 -0.065
H 4.705 -8.155 -2.244
H 2.626 -8.955 -3.377
H 0.427 -8.504 -2.281
N -1.193 4.004 -0.645
C -1.305 2.666 -0.796
C -1.520 1.787 0.253
C -1.622 2.309 1.538
C -1.509 3.683 1.727
C -1.299 4.482 0.614
H -1.215 2.307 -1.817
H -1.605 0.722 0.073
H -1.789 1.651 2.386
H -1.584 4.121 2.716
H -1.207 5.560 0.709
N 7.981 -0.516 0.714
C 9.210 -0.042 0.411
C 9.474 1.288 0.129
C 8.415 2.189 0.154
C 7.138 1.731 0.460
C 6.973 0.383 0.732
H 10.002 -0.785 0.401
H 10.481 1.614 -0.105
H 8.584 3.240 -0.064
H 6.292 2.408 0.487
H 5.996 -0.023 0.980
N -5.247 4.447 0.758
C -6.348 4.253 1.516
C -6.930 3.013 1.725
C -6.351 1.903 1.118
C -5.217 2.072 0.330
C -4.706 3.351 0.183
H -6.765 5.149 1.965
H -7.813 2.914 2.346
H -6.780 0.915 1.258
H -4.743 1.227 -0.157
H -3.820 3.534 -0.419
N 3.213 1.890 -5.318
C 4.441 2.364 -5.621
C 4.706 3.695 -5.903
C 3.647 4.596 -5.879
C 2.370 4.138 -5.572
C 2.205 2.789 -5.300
H 5.234 1.621 -5.631
H 5.713 4.020 -6.137
H 3.815 5.647 -6.096
H 1.523 4.815 -5.545
H 1.228 2.384 -5.052
N -11.618 2.570 0.813
C -10.390 3.044 0.511
C -10.125 4.375 0.228
C -11.184 5.276 0.253
C -12.461 4.818 0.560
C -12.626 3.469 0.831
H -9.597 2.302 0.501
H -9.118 4.700 -0.006
H -11.016 6.327 0.036
H -13.308 5.495 0.587
H -13.603 3.064 1.080

Results
- F_max: 5.3 eV/A
- Gap between HOMO and LUMO: 6.3726 eV
- 2S+1: 1
- Total charge: +1
- Energy relative to the best compared isomer or geometry (same formula, charge and spin): 8.1656 eV
- E_HOMO: -10.81 eV

***

[3]
Below is a structure of composition C47H48ClF5IMnN7O4S2 at a distorted geometry, with properties calculated with ωB97M-V/def2-TZVPD.

CARTESIAN COORDINATES (ANGSTROEM)
Mn 1.407 -0.368 0.515
C 3.432 -1.367 -3.417
C 3.935 -2.178 -2.263
N 4.715 -3.202 -2.486
C 5.145 -3.942 -1.437
C 4.788 -3.709 -0.138
C 5.310 -4.641 0.927
O 4.291 -5.207 1.744
C 3.925 -2.613 0.133
C 3.409 -2.438 1.467
N 2.448 -1.648 1.839
C 2.111 -1.682 3.220
C 3.059 -1.456 4.212
C 2.684 -1.397 5.543
C 1.356 -1.562 5.913
C 0.402 -1.822 4.944
C 0.782 -1.889 3.610
I 0.892 1.639 2.232
C 3.519 -1.807 -0.944
O 2.759 -0.764 -0.812
H 3.843 -1.767 -4.341
H 3.722 -0.320 -3.306
H 2.341 -1.392 -3.460
H 5.778 -4.787 -1.682
H 5.990 -4.117 1.602
H 5.884 -5.430 0.434
H 3.590 -5.543 1.167
H 3.835 -3.093 2.224
H 4.088 -1.287 3.921
H 3.437 -1.214 6.299
H 1.064 -1.497 6.952
H -0.633 -1.976 5.224
F -2.051 -5.333 -3.441
C -1.225 -5.143 -2.401
C -0.892 -3.873 -1.987
F -1.411 -2.818 -2.632
C -0.032 -3.696 -0.914
F 0.224 -2.405 -0.525
C 0.563 -4.741 -0.201
S 1.651 -4.538 1.137
C 0.181 -6.016 -0.664
F 0.660 -7.111 -0.061
C -0.683 -6.219 -1.720
F -1.008 -7.461 -2.106
C -4.281 2.672 2.996
C -3.055 1.840 2.639
C -3.059 0.535 3.428
N -1.877 -0.297 3.148
C -1.788 -1.460 2.572
S -0.315 -2.358 2.306
N -2.815 -2.160 1.974
C -3.725 -1.683 0.995
O -3.873 -0.505 0.789
C -4.366 -2.765 0.199
C -4.447 -4.087 0.629
C -4.966 -5.056 -0.214
C -5.408 -4.705 -1.483
C -5.356 -3.382 -1.902
C -4.839 -2.412 -1.062
H -4.281 3.603 2.431
H -4.304 2.924 4.058
H -5.202 2.137 2.753
H -2.138 2.388 2.866
H -3.054 1.612 1.576
H -3.952 -0.053 3.231
H -3.026 0.765 4.496
H -0.978 0.120 3.404
H -2.586 -3.142 1.875
H -4.139 -4.377 1.627
H -5.019 -6.084 0.117
H -5.788 -5.468 -2.149
H -5.706 -3.110 -2.887
H -4.774 -1.378 -1.374
C -2.497 6.360 -0.837
C -2.103 4.924 -1.222
C -2.115 4.071 0.055
C -3.181 4.414 -2.185
C -0.693 4.919 -1.911
O -0.648 5.933 -2.922
C 0.429 5.146 -0.884
C 1.807 5.510 -1.466
C 2.808 4.382 -1.531
C 3.232 3.758 -0.358
C 4.151 2.722 -0.383
C 4.671 2.308 -1.601
Cl 5.862 1.050 -1.641
C 4.268 2.907 -2.781
C 3.340 3.940 -2.736
C -0.428 3.685 -2.784
N -0.440 2.407 -2.097
C 0.568 1.816 -1.466
N 0.176 0.650 -0.989
C -1.124 0.572 -1.381
N -1.538 1.609 -2.066
H -3.410 6.326 -0.240
H -2.716 6.970 -1.716
H -1.743 6.867 -0.233
H -3.144 3.980 0.407
H -1.531 4.521 0.858
H -1.730 3.062 -0.109
H -4.166 4.623 -1.763
H -3.110 3.340 -2.353
H -3.117 4.928 -3.147
H -0.801 6.788 -2.506
H 0.517 4.272 -0.233
H 0.105 5.967 -0.243
H 2.242 6.283 -0.828
H 1.678 5.956 -2.454
H 2.838 4.083 0.598
H 4.469 2.242 0.533
H 4.689 2.580 -3.722
H 3.040 4.421 -3.661
H 0.551 3.804 -3.248
H -1.172 3.649 -3.575
H 1.557 2.237 -1.372
H -1.760 -0.265 -1.168

Results
- F_max: 1.4 eV/A
- Gap between HOMO and LUMO (alpha / beta): 5.7537 / 5.7402 eV
- 2S+1: 6
- Energy relative to the best compared isomer or geometry (same formula, charge and spin): 1.0931 eV
- E_HOMO (alpha / beta): -6.77 / -6.78 eV
- <S²>: 8.755

***

[4]
Below is a structure of composition C47H49N2O3RhS4 at a distorted geometry, with properties calculated with ωB97M-V/def2-TZVPD.

CARTESIAN COORDINATES (ANGSTROEM)
Rh 0.184 -0.044 0.772
C 4.382 -2.870 -4.318
C 3.747 -1.873 -3.407
C 4.512 -1.214 -2.449
C 3.940 -0.282 -1.604
C 2.591 0.012 -1.721
C 1.799 -0.644 -2.653
C 2.386 -1.573 -3.493
S 1.874 1.130 -0.517
O 2.976 1.464 0.391
C 1.398 2.622 -1.493
C 2.021 2.689 -2.748
C 1.631 3.617 -3.672
C 0.508 4.431 -3.426
C -0.010 5.293 -4.417
C -1.102 6.081 -4.166
C -1.724 6.027 -2.914
C -1.248 5.190 -1.940
C -0.110 4.379 -2.147
C 0.411 3.522 -1.127
C -0.080 3.799 0.297
C 0.028 5.303 0.564
C 1.187 5.963 0.197
C 1.354 7.310 0.477
C 0.356 8.015 1.142
C -0.790 7.372 1.543
C -0.970 6.001 1.284
C -2.160 5.340 1.674
C -2.415 4.049 1.242
C -1.483 3.311 0.551
S -2.126 1.767 -0.060
O -1.009 1.053 -0.769
C -2.239 0.839 1.528
C -3.158 -0.206 1.565
C -3.368 -0.893 2.750
C -2.673 -0.556 3.908
C -2.874 -1.298 5.183
C -1.817 0.540 3.873
C -1.610 1.250 2.704
H 5.405 -3.077 -4.014
H 4.399 -2.484 -5.336
H 3.821 -3.802 -4.327
H 5.566 -1.432 -2.362
H 4.525 0.220 -0.850
H 0.745 -0.416 -2.728
H 1.780 -2.079 -4.230
H 2.846 2.024 -2.957
H 2.170 3.704 -4.601
H 0.477 5.319 -5.380
H -1.502 6.723 -4.933
H -2.592 6.640 -2.720
H -1.792 5.120 -1.016
H 1.962 5.424 -0.331
H 2.263 7.814 0.186
H 0.476 9.068 1.339
H -1.565 7.918 2.059
H -2.896 5.861 2.262
H -3.380 3.607 1.446
H -3.714 -0.458 0.672
H -4.109 -1.678 2.786
H -3.458 -2.198 5.028
H -3.400 -0.669 5.898
H -1.915 -1.559 5.626
H -1.348 0.872 4.785
H -1.029 2.157 2.731
C 3.075 2.137 5.460
C 2.670 1.969 4.003
N 3.426 0.892 3.404
C 2.948 -0.173 2.787
S 1.256 -0.522 2.810
N 3.757 -1.086 2.256
C 5.184 -1.199 2.522
C 5.427 -1.784 3.915
H 2.475 2.912 5.928
H 4.120 2.424 5.546
H 2.917 1.207 6.000
H 2.860 2.892 3.446
H 1.608 1.723 3.935
H 4.430 1.021 3.425
H 3.316 -1.867 1.791
H 5.660 -0.219 2.419
H 5.607 -1.853 1.760
H 4.947 -1.179 4.681
H 6.491 -1.826 4.131
H 5.027 -2.794 3.982
C 0.853 3.202 1.374
H 0.614 3.653 2.336
H 0.730 2.113 1.454
H 1.892 3.414 1.135
C 0.105 -4.538 -0.088
S -0.105 -2.896 0.688
O 0.734 -1.985 -0.173
C -1.799 -2.712 0.108
C -2.780 -3.348 0.852
C -4.082 -3.361 0.383
C -4.390 -2.726 -0.812
C -3.407 -2.051 -1.520
C -2.096 -2.048 -1.068
H -0.208 -4.486 -1.124
H -0.509 -5.245 0.458
H 1.150 -4.816 -0.027
H -2.524 -3.830 1.783
H -4.852 -3.870 0.941
H -5.402 -2.758 -1.186
H -3.660 -1.542 -2.437
H -1.314 -1.551 -1.626

Results
- F_max: 2.3 eV/A
- Gap between HOMO and LUMO (alpha / beta): 7.0833 / 5.6700 eV
- 2S+1: 5
- Total charge: +2
- Energy relative to the best compared isomer or geometry (same formula, charge and spin): 0.0000 eV
- E_HOMO (alpha / beta): -11.65 / -12.45 eV
- <S²>: 6.052